Entry from OMol25: C3H12N2P2 in the gas phase in a non-equilibrium geometry (the ωB97M-V functional and the def2-TZVPD basis).

## Properties
- charge = 0
- highest occupied orbital energy (eV) = -6.91
- HOMO-LUMO gap (eV) = 7.02
- structure (SMILES) = CCN(C)P=[PH2]N
- M (g mol⁻¹) = 138.091
- relative energy (zero: lowest compared OMol25 entry of this formula, charge and spin) (kJ/mol) = 137.5
- E (Eh) = -913.5863
- spin multiplicity = 1

Last column: natural (NBO) charge in e.
Geometry (Å):
C: -1.9143 0.2740 2.3229  -0.6340
C: -1.2291 0.7053 1.0126  -0.2317
N: -0.6934 -0.3298 0.2329  -0.7633
C: -1.5626 -0.8680 -0.9606  -0.4293
P: 0.7216 -1.0798 0.5152  0.2504
P: 2.3561 -0.1947 -0.9905  0.5892
N: 3.6559 0.8184 -1.6155  -1.1014
H: -2.5054 -0.6933 2.1723  0.2132
H: -1.1474 0.2529 3.1703  0.2288
H: -2.8083 1.0046 2.5709  0.2100
H: -1.9956 1.3144 0.4027  0.1873
H: -0.3506 1.3883 1.2184  0.2095
H: -1.1593 -1.9619 -1.2190  0.2263
H: -2.5731 -1.0312 -0.5819  0.1996
H: -1.4425 -0.1157 -1.8226  0.2025
H: 2.3355 -0.9320 -2.2175  -0.0459
H: 3.0883 -1.1349 -0.5155  -0.0552
H: 3.4313 1.0122 -2.6109  0.3819
H: 3.7928 1.5714 -1.0840  0.3620